Entry 1:
{
  "formula": "C17H17Br6N3",
  "method": "ωB97M-V/def2-TZVPD",
  "elements": ["C", "Br", "Br", "Br", "H", "C", "Br", "Br", "Br", "H", "N", "C", "C", "C", "C", "C", "H", "H", "H", "H", "H", "N", "C", "C", "C", "C", "C", "H", "H", "H", "H", "H", "N", "C", "C", "C", "C", "C", "H", "H", "H", "H", "H"],
  "positions_angstrom": [[-2.7348, 3.9943, -42.3731], [-1.1342, 4.6559, -41.3205], [-2.3451, 2.4656, -43.5758], [-3.6138, 5.3549, -43.4764], [-3.4580, 3.7417, -41.5976], [-8.5327, 11.6786, -38.1457], [-8.4471, 10.1922, -39.4981], [-8.9296, 13.3811, -39.0971], [-6.7427, 11.8091, -37.2478], [-9.3310, 11.5431, -37.4160], [-2.1735, 10.4422, -35.2494], [-1.8400, 10.3155, -36.5292], [-1.4373, 11.4485, -37.2528], [-1.4707, 12.7285, -36.6945], [-1.8643, 12.8254, -35.3478], [-2.2825, 11.6742, -34.6805], [-1.8227, 9.2867, -36.8575], [-1.1442, 11.2944, -38.2808], [-1.3043, 13.6236, -37.2754], [-2.0136, 13.7984, -34.9036], [-2.6211, 11.6900, -33.6551], [-9.3181, 9.6216, -34.3061], [-10.2480, 8.6636, -34.0546], [-10.0267, 7.3084, -34.4325], [-8.7470, 6.9172, -34.9341], [-7.7901, 7.9042, -35.1428], [-8.1341, 9.2602, -34.8492], [-11.1961, 8.8841, -33.5867], [-10.8508, 6.6201, -34.3169], [-8.5744, 5.8660, -35.1118], [-6.7891, 7.7462, -35.5165], [-7.4400, 10.0742, -34.9973], [-3.3143, 8.3540, -38.6694], [-4.5378, 8.7221, -38.1670], [-5.7373, 8.0477, -38.5163], [-5.6755, 7.0735, -39.5495], [-4.4458, 6.8582, -40.2033], [-3.2603, 7.4908, -39.6672], [-4.5236, 9.3708, -37.3037], [-6.6669, 8.3191, -38.0383], [-6.5715, 6.6043, -39.9284], [-4.5221, 6.1385, -41.0049], [-2.2932, 7.1646, -40.0204]],
  "forces_ev_per_a": [[0.5, -0.1, -0.3], [-1.2, -0.4, -1.0], [-0.1, 0.9, 1.2], [0.5, -0.1, 0.5], [0.3, -0.4, -0.4], [1.0, 0.7, -1.1], [-0.3, 0.9, 1.1], [0.3, -1.1, 0.7], [-1.2, -0.1, -0.5], [0.4, -0.4, -0.1], [-1.2, 0.5, 0.8], [0.7, 1.5, 1.3], [-0.2, -0.3, -0.7], [-0.5, -1.1, 0.9], [-0.8, -0.2, -0.7], [1.3, -0.9, -1.1], [0.2, 0.2, -0.6], [0.1, 0.2, -0.2], [0.3, -0.1, -0.1], [0.2, 0.0, 0.2], [0.0, 0.1, 0.1], [-0.1, -0.7, 0.1], [1.8, -1.4, -1.5], [1.1, 1.3, 0.1], [-1.4, 0.8, 0.5], [-0.7, 1.6, 0.3], [-1.3, -1.4, 0.6], [0.1, 0.6, 0.0], [0.2, -0.3, 0.1], [0.2, 0.0, -0.2], [0.1, -0.4, 0.0], [0.1, -0.1, -0.1], [-1.0, 0.5, -0.3], [2.0, -1.6, 0.2], [-0.2, -1.4, -1.6], [0.7, 1.5, 0.5], [-2.1, 0.2, 1.0], [-0.5, 0.3, 0.5], [0.1, 0.6, -0.2], [-0.1, 0.0, 0.0], [0.0, -0.1, 0.2], [0.9, 0.1, -0.3], [0.2, 0.0, 0.0]],
  "spin_multiplicity": 2,
  "e_homo_ev": [-11.9, -11.8],
  "s2": 0.770,
  "charge": 1
}

***

Entry 2:
{
  "formula": "C17H17BrFeO3S",
  "method": "ωB97M-V/def2-TZVPD",
  "elements": ["C", "C", "C", "H", "C", "C", "H", "H", "H", "H", "Fe", "Br", "C", "C", "C", "H", "C", "C", "H", "H", "H", "H", "C", "C", "C", "C", "C", "C", "C", "S", "O", "O", "O", "H", "H", "H", "H", "H", "H", "H"],
  "positions_angstrom": [[-0.8068, -1.5998, -4.6517], [-1.1140, -2.7330, -3.7976], [-1.8307, -2.2175, -2.6507], [-0.8485, -3.7722, -3.9899], [-2.0358, -0.8230, -2.8478], [-1.3720, -0.4280, -4.0334], [-1.3566, 0.5841, -4.4394], [-0.2810, -1.6305, -5.6054], [-2.2520, -2.7958, -1.8424], [-2.7205, -0.2018, -2.2788], [0.5065, -1.7080, -2.8522], [1.1674, -3.0291, -1.1652], [2.3424, 0.5188, -1.9667], [1.4547, 1.2547, -2.8029], [1.4539, 0.6526, -4.0845], [0.8832, 2.1329, -2.5132], [2.3132, -0.4982, -4.0436], [2.9089, -0.5328, -2.7323], [3.6221, -1.2885, -2.4021], [2.5557, 0.7292, -0.9215], [0.9219, 0.9937, -4.9721], [2.6094, -1.1127, -4.8976], [-0.4104, 1.9525, 6.8490], [-0.3244, 1.4563, 5.4401], [-0.8262, 0.1874, 5.1091], [-0.7002, -0.3145, 3.8274], [-0.0443, 0.4456, 2.8091], [0.4423, 1.7418, 3.1582], [0.2857, 2.2285, 4.4377], [-1.5882, 0.1956, 0.4611], [0.0604, 0.0011, 1.5742], [-1.9695, -1.2072, 0.3947], [-0.8976, 0.7251, -0.7052], [-1.4580, 1.9866, 7.1690], [0.1221, 1.2960, 7.5494], [0.0261, 2.9520, 6.9338], [-1.3199, -0.4121, 5.8753], [-1.0793, -1.2954, 3.5630], [0.9179, 2.3317, 2.3735], [0.6423, 3.2341, 4.6717]],
  "forces_ev_per_a": [[-0.9, -0.2, 0.4], [-0.7, 0.8, -0.3], [-0.4, 0.2, -1.4], [-0.1, 0.3, 0.1], [0.0, -0.8, -0.7], [-0.5, -1.0, -0.3], [0.2, -0.4, 0.2], [-0.1, 0.0, 0.4], [0.3, 0.0, 0.1], [0.6, -0.1, 0.2], [0.7, 2.6, -0.7], [0.7, -1.5, 1.5], [0.2, -0.1, -0.6], [0.5, -0.4, -0.5], [0.5, -0.2, 0.4], [0.0, -0.3, 0.0], [0.1, 0.4, 0.4], [-0.6, 0.1, -0.3], [-0.3, 0.3, 0.0], [-0.2, -0.1, -0.2], [0.0, -0.1, 0.3], [-0.1, 0.2, 0.3], [-0.2, 0.1, 0.2], [0.2, -0.1, -0.4], [0.3, 0.4, -0.1], [0.4, 0.4, -0.5], [-0.2, 0.2, 0.1], [-0.3, -0.7, -0.5], [-0.1, -0.3, 0.5], [0.8, -0.1, 0.0], [-0.1, 0.2, 0.5], [-0.2, 0.2, -0.1], [-0.4, 0.0, 0.4], [0.1, 0.1, 0.2], [0.0, 0.1, -0.1], [-0.1, 0.0, 0.1], [0.1, 0.1, -0.1], [0.0, 0.1, -0.1], [-0.1, -0.2, 0.2], [0.0, -0.2, 0.1]],
  "spin_multiplicity": 5,
  "e_homo_ev": [-0.8, -0.9],
  "relative_energy_kj_mol": 0.00,
  "s2": 6.019,
  "charge": -2
}

***

Entry 3:
{
  "formula": "C17H17Cl51",
  "method": "ωB97M-V/def2-TZVPD",
  "elements": ["C", "Cl", "Cl", "Cl", "H", "C", "Cl", "Cl", "Cl", "H", "C", "Cl", "Cl", "Cl", "H", "C", "Cl", "Cl", "Cl", "H", "C", "Cl", "Cl", "Cl", "H", "C", "Cl", "Cl", "Cl", "H", "C", "Cl", "Cl", "Cl", "H", "C", "Cl", "Cl", "Cl", "H", "C", "Cl", "Cl", "Cl", "H", "C", "Cl", "Cl", "Cl", "H", "C", "Cl", "Cl", "Cl", "H", "C", "Cl", "Cl", "Cl", "H", "C", "Cl", "Cl", "Cl", "H", "C", "Cl", "Cl", "Cl", "H", "C", "Cl", "Cl", "Cl", "H", "C", "Cl", "Cl", "Cl", "H", "C", "Cl", "Cl", "Cl", "H"],
  "positions_angstrom": [[0.9037, -5.4924, 4.1361], [1.7771, -5.7952, 5.7038], [0.3992, -3.7872, 3.9000], [-0.5779, -6.5828, 4.1203], [1.5919, -5.8637, 3.3766], [-0.7447, -5.1876, 0.1882], [-0.3730, -4.1546, -1.2428], [0.5890, -6.3214, 0.5800], [-2.3114, -5.9807, 0.1587], [-0.7847, -4.5137, 1.0440], [-2.5596, 0.4913, -5.3325], [-1.9093, -1.1884, -5.3362], [-3.5775, 0.7582, -3.8518], [-3.6299, 0.6351, -6.7698], [-1.8273, 1.2985, -5.3280], [-5.5151, -2.5472, -0.5833], [-4.3290, -2.6682, 0.7873], [-4.6170, -2.8152, -2.1012], [-6.4738, -1.1052, -0.5294], [-6.3206, -3.2703, -0.4555], [5.6950, 0.4860, -0.6174], [4.2939, 0.6395, 0.3684], [5.1900, 0.1787, -2.3027], [6.7068, -0.9409, -0.1243], [6.2908, 1.3988, -0.6190], [-0.7051, -0.6488, 6.0078], [0.5255, 0.6497, 5.7439], [-2.3605, 0.0152, 6.3075], [-0.1916, -1.7131, 7.3354], [-0.7069, -1.2214, 5.0804], [-3.4644, -4.3047, 5.3637], [-5.1561, -4.6141, 4.8355], [-3.3411, -3.7551, 7.0123], [-2.7679, -3.1673, 4.2756], [-2.9166, -5.2470, 5.3669], [1.7797, 5.6064, -0.9792], [2.3229, 6.2922, 0.5061], [0.4255, 6.3741, -1.7339], [1.5827, 3.8189, -0.7233], [2.5541, 5.6730, -1.7433], [-4.2525, 0.4382, 2.3601], [-2.9590, 1.4534, 3.0870], [-5.5795, 1.4004, 1.5927], [-4.8778, -0.6433, 3.5672], [-3.8343, -0.2191, 1.5978], [0.5858, 4.0213, -5.4205], [-0.1965, 3.3509, -3.9427], [1.1677, 2.7465, -6.4653], [2.0896, 4.9339, -4.8606], [-0.0404, 4.6607, -6.0428], [3.7496, -3.2522, 0.7951], [3.9976, -4.7314, 1.7214], [2.4648, -2.1969, 1.5298], [3.2248, -3.7474, -0.8198], [4.7178, -2.7515, 0.7867], [2.3298, -4.2293, -5.2224], [0.9106, -3.9571, -6.2576], [2.3616, -5.8539, -4.5274], [2.3695, -2.9650, -3.9273], [3.2368, -4.1875, -5.8254], [4.1589, -0.1135, -6.1611], [3.5402, -1.3927, -7.1528], [3.0241, 0.4435, -4.9275], [4.6973, 1.2568, -7.1180], [4.9974, -0.5355, -5.6072], [3.3915, 4.9294, 4.5234], [4.4036, 3.9572, 5.6514], [3.0914, 3.9406, 3.1045], [4.1079, 6.5577, 4.0945], [2.4653, 5.0906, 5.0750], [-3.3994, 4.4691, -2.4690], [-4.6180, 3.9397, -1.2615], [-3.0677, 6.1678, -2.3371], [-3.8705, 3.9555, -4.1159], [-2.4869, 3.9302, -2.2142], [-1.1561, 4.8292, 2.9750], [-1.3028, 4.0651, 1.3715], [-0.1375, 6.3135, 2.8881], [-0.3876, 3.7378, 4.1713], [-2.2078, 5.0550, 3.1511], [-0.4175, 0.8264, 0.2257], [0.9522, 0.2865, -0.7539], [-0.8543, -0.5130, 1.3275], [-1.7500, 1.4069, -0.7957], [-0.1067, 1.6961, 0.8045]],
  "forces_ev_per_a": [[-0.6, -0.7, 1.0], [-0.6, 0.6, -0.9], [0.8, -1.2, 0.1], [1.0, 0.8, -0.1], [-0.4, 0.5, -0.2], [0.5, 0.8, 0.6], [-0.3, -0.8, 0.6], [-0.4, 0.3, -0.5], [0.2, -0.1, -0.4], [0.1, 0.0, -0.3], [-1.4, -0.7, 0.3], [0.1, 1.2, 0.2], [0.6, -0.5, -0.6], [0.5, 0.3, 0.4], [0.2, -0.6, -0.2], [0.2, -0.8, 0.2], [-0.8, 0.0, -0.6], [-0.5, 0.2, 0.5], [0.2, 1.0, -0.2], [0.9, -0.6, -0.1], [0.5, -0.9, -0.9], [-0.3, 0.2, 0.6], [0.1, 0.3, 0.1], [-0.3, 0.8, 0.1], [0.0, -0.3, 0.2], [0.0, 0.4, 0.1], [-0.7, -0.4, 0.2], [1.2, -0.4, -0.2], [-0.2, 0.3, -0.4], [-0.3, 0.1, 0.3], [-0.5, -0.9, 0.2], [0.4, 0.0, 0.4], [-0.3, 0.3, 0.5], [0.4, 0.5, -0.6], [-0.2, 0.2, -0.5], [1.0, -1.2, -0.9], [0.1, 0.6, 0.3], [-0.8, 0.1, 0.3], [-0.2, 0.5, -0.3], [0.1, 0.0, 0.5], [0.0, 0.3, -0.3], [-0.7, -0.1, -0.5], [0.9, -0.2, 0.6], [-0.5, 0.0, 0.4], [0.1, 0.6, -0.1], [1.4, 0.0, 0.8], [0.1, 0.4, -1.0], [-0.4, -0.2, -0.2], [-1.1, -0.2, -0.4], [-0.1, 0.1, 0.7], [-0.8, -0.1, 0.0], [0.0, 0.0, 0.5], [1.0, -0.6, -0.3], [0.3, 0.5, 0.1], [-0.5, 0.3, -0.2], [0.0, 0.2, 0.3], [0.4, -0.2, 0.2], [-0.2, 0.2, 0.1], [0.1, -0.7, -0.8], [-0.3, 0.5, 0.1], [0.6, 0.2, 0.9], [-0.5, -0.4, -0.4], [-0.2, -0.2, 0.0], [0.1, 0.1, -0.2], [0.0, 0.3, -0.3], [0.4, 0.0, 0.4], [-0.1, 0.7, -0.3], [0.0, 0.3, -0.1], [-0.5, -1.3, 0.4], [0.1, 0.2, -0.4], [-0.1, -1.0, 0.2], [0.3, 0.2, -0.4], [-0.1, 0.4, -0.1], [0.0, 0.7, 0.5], [-0.2, 0.1, -0.1], [0.6, 0.1, -0.5], [0.4, 0.1, 0.1], [-0.8, -0.5, 0.1], [-0.8, 0.3, -0.5], [0.5, 0.2, 0.9], [0.3, 0.0, 0.0], [-0.1, 0.2, -0.1], [-0.1, 0.4, -0.4], [0.0, -0.4, 0.3], [0.0, -0.4, 0.1]],
  "e_homo_ev": -10.8,
  "relative_energy_kj_mol": 134.02
}

***

no.,E_tot (eV)
1,-442618.2609
2,-139312.1773
3,-656546.9017